# C21H45Cl12N3O3

9 unconnected molecules or ions with the total composition C21H45Cl12N3O3 at a distorted geometry (wB97M-V/def2-TZVPD, the Open Molecules 2025 dataset).

Output
Orbital gap (eV): 9.077
Structure (SMILES): CN(C)C=O.CN(C)C=O.CN(C)C=O.ClCCCl.ClCCCl.ClCCCl.ClCCCl.ClCCCl.ClCCCl
Electronic energy (Ha): -6739.39569
Largest force on an atom (hartree/bohr): 0.107
Energy relative to the best compared isomer or geometry (same formula, charge and spin) (eV): 3.954

Structure (XYZ):
```
84
Properties=species:S:1:pos:R:3:forces:R:3:lowdin_charge:R:1
C 4.841543 -3.027926 0.839873 1.656 1.597 1.688 -0.109
N 4.632691 -3.906891 -0.239930 -2.879 2.333 -0.093 -0.177
C 3.393059 -3.725992 -1.032978 0.963 -1.307 -0.820 -0.008
C 5.389404 -4.956801 -0.223926 2.317 -3.819 -3.194 -0.370
O 5.312390 -5.906416 -1.014408 -0.688 0.415 0.664 -0.015
H 4.650756 -3.431345 1.834335 -0.789 -0.111 -0.039 0.067
H 4.427964 -2.023208 0.752713 -0.433 -0.353 -0.262 0.066
H 5.915774 -2.853438 0.900519 0.250 0.243 -0.043 0.088
H 3.264395 -2.709927 -1.406023 0.030 0.205 0.810 0.081
H 3.505720 -4.283247 -1.962962 0.187 -0.341 0.119 0.083
H 2.517907 -4.161918 -0.551135 -0.053 0.432 0.271 0.094
H 6.341215 -4.959246 0.329474 -0.528 0.689 0.872 0.144
C 0.185421 -0.448992 -0.174656 -0.351 -0.484 -1.061 -0.102
N 1.162606 0.583921 -0.368615 0.409 1.854 -1.504 -0.181
C 2.435397 0.352348 0.298452 -0.703 0.177 0.104 -0.071
C 0.963850 1.720044 -1.162436 0.244 -1.005 1.235 -0.369
O 1.717935 2.677464 -1.197447 -0.170 -0.618 -0.213 -0.010
H -0.779075 -0.235166 -0.635241 -0.204 0.747 0.624 0.046
H 0.110708 -0.726770 0.876695 -0.260 0.161 0.062 0.081
H 0.408030 -1.340397 -0.761126 0.691 -0.457 0.204 0.068
H 2.218555 0.542364 1.349627 0.595 -0.510 0.321 0.055
H 2.698692 -0.677271 0.056268 0.207 -0.135 0.534 0.062
H 3.263053 1.002452 0.014791 -0.505 0.186 -0.345 0.065
H 0.024725 1.665756 -1.734534 0.229 0.006 0.178 0.020
C -6.612086 0.101655 -1.216492 -0.689 -0.760 -0.344 -0.070
N -5.293264 -0.405505 -0.871257 -0.785 0.382 0.266 -0.173
C -5.039099 -1.764103 -1.301343 0.983 -0.459 -0.045 -0.058
C -4.321837 0.421517 -0.417908 -2.981 0.635 -1.228 -0.391
O -3.234493 0.081536 -0.127129 3.473 -0.907 1.055 0.022
H -6.781241 1.173402 -1.320718 0.853 0.086 0.120 0.071
H -7.377807 -0.239908 -0.519997 0.067 -0.128 0.301 0.084
H -6.885684 -0.363446 -2.163552 -0.069 0.187 -0.232 0.084
H -4.131464 -2.215036 -0.900148 0.188 0.749 0.257 0.018
H -5.779543 -2.509279 -1.010565 -0.593 0.493 -0.184 0.094
H -4.869903 -1.735500 -2.377750 -0.369 -0.346 -0.219 0.098
H -4.659122 1.469526 -0.428623 -0.034 0.135 0.284 0.103
Cl -2.546448 -3.157193 3.786808 -0.058 -0.312 0.825 0.565
C -2.130307 -3.146827 2.078091 -0.334 0.583 -0.102 -0.717
C -2.733788 -4.327460 1.347918 0.320 -0.180 0.071 -0.610
Cl -2.302619 -4.039955 -0.386248 -0.395 -0.439 0.308 0.565
H -1.050663 -3.020852 1.996775 -0.103 -0.399 -0.184 0.059
H -2.600977 -2.232391 1.717023 0.174 -0.047 -0.322 0.048
H -3.801808 -4.405275 1.551339 -0.155 0.566 -0.621 0.074
H -2.395971 -5.324597 1.630197 0.679 0.274 -0.015 0.071
Cl 0.541151 3.488204 2.412442 -1.540 -0.297 -0.135 0.436
C -1.358951 3.473057 2.446973 1.689 -0.530 -0.525 -0.525
C -1.956474 2.086673 2.159839 0.243 0.260 0.898 -0.620
Cl -1.649768 0.851503 3.469332 -0.032 0.588 -0.523 0.514
H -1.644299 4.110594 1.610183 0.048 0.098 0.140 0.047
H -1.535136 3.962146 3.405016 -0.503 -0.496 -0.151 0.060
H -1.622561 1.632993 1.226676 0.156 0.250 0.123 0.027
H -3.038927 2.201213 2.102661 0.010 -0.040 0.045 0.067
Cl -1.996702 3.106235 -1.472078 -0.157 0.585 -0.731 0.588
C -2.374643 4.230810 -2.885624 -0.040 -0.155 1.220 -0.544
C -3.820595 4.617355 -2.762221 -0.778 -0.468 -0.276 -0.629
Cl -4.833459 3.127162 -2.837212 -0.243 0.076 0.080 0.536
H -2.154327 3.707408 -3.816007 0.166 0.117 0.232 0.067
H -1.765207 5.109786 -2.675627 0.186 -0.161 -0.469 0.077
H -4.225293 5.186409 -3.599175 0.538 0.265 0.031 0.069
H -4.034376 5.135823 -1.827559 0.039 -0.164 -0.069 0.072
Cl 6.674232 6.181657 1.110418 0.576 -0.160 -0.771 0.545
C 5.764116 4.920068 1.931942 -0.952 -0.938 0.629 -0.690
C 5.312404 3.640276 1.137118 1.075 0.546 0.345 -0.589
Cl 4.334047 2.583259 2.213016 -0.233 0.546 -0.124 0.553
H 4.951889 5.517836 2.345551 -0.404 -0.732 -0.048 0.053
H 6.347287 4.543296 2.772210 0.118 0.225 -0.068 0.059
H 6.170160 2.986210 0.980415 0.198 0.469 -0.284 0.054
H 4.845553 3.824475 0.169535 -0.395 0.067 0.367 0.075
Cl -0.320087 -0.979607 6.294777 0.577 -0.063 -0.214 0.518
C 1.356449 -1.317168 5.712228 0.143 0.416 -0.624 -0.620
C 1.406846 -1.218197 4.185961 0.075 0.618 -0.472 -0.635
Cl 3.064478 -1.623350 3.539410 -0.632 -0.412 0.405 0.549
H 1.659956 -2.287719 6.104670 -0.104 0.091 -0.213 0.068
H 2.029916 -0.539141 6.071685 -0.206 -0.140 0.406 0.069
H 1.329316 -0.199683 3.805546 -0.330 0.160 0.634 0.035
H 0.601531 -1.741815 3.670789 0.395 -0.606 0.111 0.047
Cl -1.073586 1.416100 -6.186387 0.060 -1.393 -0.365 0.461
C -0.579206 -0.365995 -6.318613 0.648 0.867 0.905 -0.570
C 0.143155 -0.817235 -5.017948 -0.245 0.307 -1.379 -0.652
Cl -0.660545 -0.317321 -3.527673 -0.206 -0.333 -0.013 0.607
H 0.140777 -0.394449 -7.136489 -0.060 0.002 0.072 0.063
H -1.386992 -1.058167 -6.556267 -0.416 0.680 0.125 0.072
H 1.153069 -0.407761 -4.995660 -0.115 -0.139 0.061 0.071
H 0.150211 -1.902647 -5.117604 0.261 -0.023 0.520 0.072
```
Forces are in eV/Å.

=====

# C21H45ClIN4O4SSi2

A molecular structure, C21H45ClIN4O4SSi2 at a distorted geometry (wB97M-V/def2-TZVPD, the Open Molecules 2025 dataset).

Output
Orbital gap (eV): 8.085
Total charge: +1
Electronic energy (Ha): -3082.16352
Largest force on an atom (hartree/bohr): 0.033
Energy relative to the best compared isomer or geometry (same formula, charge and spin) (eV): 0.000

Structure (XYZ):
```
79
Properties=species:S:1:pos:R:3:forces:R:3:lowdin_charge:R:1
C -0.479549 -1.796386 -3.870186 0.115 0.381 -0.047 -0.136
C 0.701290 -1.554505 -2.938954 -0.450 -0.926 -0.080 -0.300
C 1.469452 -2.836471 -2.576765 -0.310 -0.032 0.637 -0.695
Cl 0.399260 -4.296146 -2.498148 -0.075 0.105 -0.064 0.575
Si 2.411512 -2.701338 -0.940557 1.611 0.525 -0.169 0.186
S 2.405107 -4.629755 -0.015236 -0.697 -0.280 -0.041 0.525
C 4.173639 -2.219418 -1.398149 -0.500 -0.940 -0.038 -0.234
C 4.971706 -3.339585 -2.124206 -0.149 0.862 0.086 -0.255
C 6.286362 -3.662887 -1.446151 -0.032 -0.632 -0.026 -0.200
C 6.189139 -4.506454 -0.181401 0.516 0.271 -0.237 -0.205
N 6.264989 -5.951471 -0.459010 -0.057 0.226 -0.057 0.022
C 5.132954 -6.674984 -0.024514 -0.549 -0.582 -0.252 -0.602
N 4.812074 -6.747295 1.196913 0.248 -0.026 0.416 0.117
N 4.459065 -7.314995 -1.071349 -0.235 0.880 0.013 0.123
O 1.828570 -1.461272 0.036865 -0.579 -1.026 0.318 -0.293
Si 0.963878 -1.778125 1.415255 -0.058 0.704 -0.275 0.545
C -0.248492 -0.322269 1.606447 0.322 -0.135 0.047 -0.152
C -0.805124 0.096408 0.286071 -0.543 -1.122 -0.394 -0.597
O -1.437642 -0.662206 -0.418148 0.304 1.128 0.580 0.090
O -0.594599 1.387507 -0.088097 -0.083 -0.190 -0.483 0.088
C 2.085000 -1.717893 2.945852 0.124 -0.191 -0.576 -0.253
C 3.462789 -2.216155 2.663243 1.015 0.430 -0.763 -0.871
O 4.258994 -1.671848 1.942496 -1.005 -0.771 1.059 0.000
I 3.959753 -4.104207 3.628657 0.054 0.283 -0.047 0.879
H -0.744927 -0.869641 -4.359774 -0.074 0.317 -0.186 0.070
H -1.354782 -2.122027 -3.338934 -0.311 -0.324 0.279 0.058
H -0.245223 -2.519422 -4.635387 0.072 -0.258 -0.285 0.065
H 1.362987 -0.873903 -3.449981 0.560 0.300 0.134 0.111
H 0.339980 -1.121913 -2.020191 -0.098 0.475 0.143 0.060
H 2.206643 -3.068149 -3.327489 0.231 -0.165 -0.400 0.067
H 3.128880 -4.490451 1.110952 0.175 0.364 -0.252 -0.272
H 4.063594 -1.382119 -2.076526 0.148 0.529 0.017 0.077
H 4.732507 -1.929777 -0.519845 -0.030 0.428 0.285 0.061
H 4.365591 -4.226830 -2.264576 -0.062 -0.425 -0.016 0.073
H 5.213659 -2.963024 -3.107242 -0.023 -0.046 -0.486 0.102
H 6.843550 -2.762391 -1.229038 -0.011 0.498 0.040 0.110
H 6.891209 -4.226475 -2.142203 0.317 -0.192 -0.236 0.107
H 5.307848 -4.238984 0.382253 -0.377 -0.117 0.263 0.066
H 7.027169 -4.246034 0.447497 0.270 0.073 0.315 0.115
H 7.052227 -6.334058 0.040983 0.178 -0.027 0.022 0.117
H 3.992243 -7.332220 1.321091 -0.166 -0.066 0.061 0.047
H 3.485940 -7.437506 -0.832436 -0.161 -0.387 0.115 0.066
H 4.465199 -6.695860 -1.874391 0.371 -0.300 -0.284 0.077
H 0.144533 -2.988994 1.379400 0.072 -0.131 -0.049 0.031
H -1.071728 -0.714238 2.188845 -0.344 -0.198 0.149 0.094
H 0.169918 0.487509 2.190594 0.203 0.322 -0.016 0.083
H 0.244414 1.677366 0.277105 0.156 0.248 0.273 0.115
H 1.606722 -2.259505 3.741489 -0.116 -0.197 0.420 0.056
H 2.187628 -0.674782 3.208562 0.017 0.427 0.116 0.090
C -3.609613 1.816617 1.247859 -0.073 -0.005 -0.063 -0.091
C -3.885307 2.364229 -0.152714 -0.058 -0.190 0.183 -0.209
C -3.695670 3.853106 -0.394104 0.044 -0.273 -0.135 -0.121
N -4.571256 4.821404 0.378570 0.143 0.080 -0.203 -0.264
C -4.466029 6.143860 -0.353714 -0.072 0.199 0.074 -0.108
C -5.111251 7.302901 0.382331 -0.037 0.070 0.122 -0.162
C -4.550023 7.443887 1.789690 -0.016 -0.005 0.020 -0.179
C -4.711559 6.129603 2.539397 -0.055 0.157 -0.062 -0.158
C -4.061505 4.979258 1.788847 -0.132 0.090 0.297 -0.104
C -5.981118 4.350072 0.359566 -0.020 0.028 0.144 0.033
H -4.434357 1.993664 1.940399 0.043 0.042 0.040 0.068
H -3.489389 0.735749 1.188350 0.014 -0.011 -0.021 0.081
H -2.692362 2.231134 1.668111 -0.003 0.006 0.031 0.080
H -4.877699 2.051789 -0.482656 0.006 0.004 -0.035 0.114
H -3.187794 1.877888 -0.837845 0.026 0.095 -0.069 0.116
H -3.907074 4.052929 -1.444449 0.012 0.045 -0.011 0.137
H -2.665832 4.149893 -0.199042 0.008 0.040 0.051 0.138
H -3.400187 6.328225 -0.489767 0.028 -0.031 -0.006 0.144
H -4.923755 5.994955 -1.329744 0.056 -0.061 -0.043 0.138
H -4.928426 8.213383 -0.188579 0.023 -0.063 -0.117 0.130
H -6.196262 7.182606 0.418448 -0.003 0.000 -0.016 0.118
H -5.054392 8.249849 2.320454 -0.005 0.005 0.001 0.124
H -3.490135 7.711673 1.739565 0.004 -0.007 -0.004 0.125
H -5.769681 5.921523 2.717402 0.008 -0.008 0.007 0.121
H -4.246709 6.198478 3.522835 0.040 -0.129 0.007 0.130
H -4.245487 4.046039 2.309373 0.092 -0.103 -0.090 0.114
H -2.986127 5.135965 1.712712 0.025 0.000 -0.055 0.144
H -6.053704 3.429748 0.930349 -0.014 -0.044 -0.037 0.109
H -6.273115 4.184510 -0.673903 -0.038 -0.038 -0.009 0.124
H -6.620094 5.100242 0.810575 -0.029 0.015 -0.030 0.101
```
Forces are in eV/Å.

=====

Which of these has the highest largest force on an atom? C21H45Cl12N3O3